A 5-piece molecular cluster, C37H62N2O18P overall at a distorted geometry, computed with the ωB97M-V functional and the def2-TZVPD basis.

Properties
Kohn-Sham gap, eV: 7.132
E_LUMO, eV: -3.9
HOMO energy, Ha: -0.40358
Net charge: +1

Each line ends with the Löwdin charge.
Element x y z (Å)
1 C -1.0185 -1.7059 6.9692  -0.0602
2 C -2.1821 -0.7577 6.5876  -0.2576
3 O -1.7057 0.5262 6.1942  -0.1638
4 C -2.7323 1.5002 6.1401  -0.1713
5 C -3.1417 1.8947 4.7177  -0.1228
6 O -2.1786 2.7298 4.0558  -0.0015
7 C -1.2560 2.1181 3.3039  -0.1846
8 C -0.9986 0.7574 3.1904  0.0735
9 C 0.0496 0.2878 2.3737  -0.2186
10 P 0.3817 -1.5420 2.3036  0.8942
11 N -0.1497 -2.1895 3.7929  -0.1471
12 O -0.7590 -2.1087 1.2011  -0.2894
13 C 0.8134 1.1824 1.6668  -0.1498
14 C 2.0372 0.8572 0.7833  -0.1328
15 O 1.8058 0.9356 -0.6072  -0.0306
16 C 1.3010 -0.2032 -1.2169  -0.2062
17 C 1.5449 -1.4991 -0.8374  -0.0299
18 C 1.0329 -2.5973 -1.5108  -0.2826
19 C 1.3773 -3.9783 -0.9798  -0.0306
20 C 0.2675 -2.3911 -2.6347  -0.0461
21 C 0.0267 -1.0806 -3.0386  -0.0230
22 C 0.5191 0.0074 -2.3617  -0.1351
23 C 0.2426 1.4230 -2.8901  -0.3502
24 C 0.2770 1.3853 -4.4447  -0.0668
25 C -1.0589 2.0337 -2.3555  -0.0531
26 N 0.5152 2.4934 1.7768  0.2150
27 C -0.4635 2.9753 2.5386  -0.1084
28 C -0.6891 4.4738 2.5936  -0.0262
29 C -1.2694 4.9442 1.2115  -0.1334
30 O -1.7610 3.8458 0.4494  -0.0322
31 C -3.0634 3.5487 0.7636  -0.4491
32 O -3.7130 4.1462 1.5913  0.1223
33 C -3.6486 2.3573 0.0018  -0.1190
34 C -4.7133 1.6025 0.8503  -0.0664
35 H -0.9539 -2.5328 6.2547  0.0437
36 H -0.0667 -1.1678 7.0246  0.0840
37 H -1.2188 -2.1837 7.9352  0.0756
38 H -2.7205 -1.1943 5.7256  0.1134
39 H -2.8360 -0.7169 7.4694  0.1217
40 H -2.4934 2.3860 6.7418  0.1401
41 H -3.6381 1.0505 6.5830  0.1309
42 H -4.0304 2.5268 4.8540  0.1441
43 H -3.4864 1.0401 4.1215  0.1327
44 H -1.6081 0.0565 3.7532  0.1013
45 H -0.1406 -3.1997 3.6736  0.0469
46 H -1.0920 -1.8907 4.0424  0.0152
47 H -0.8672 -1.3913 0.5552  0.0410
48 H 2.7506 1.6666 1.0064  0.1290
49 H 2.5171 -0.0616 1.1312  0.1071
50 H 2.1729 -1.7027 0.0307  0.0995
51 H 0.8721 -4.0693 -0.0061  0.0707
52 H 2.4500 -4.0963 -0.7975  0.0874
53 H 0.9791 -4.7542 -1.6410  0.0828
54 H -0.1124 -3.2445 -3.1910  0.1149
55 H -0.5583 -0.9651 -3.9475  0.1212
56 H 1.1156 2.0267 -2.6038  0.1302
57 H 1.1037 0.7439 -4.7802  0.0826
58 H 0.4970 2.3811 -4.8487  0.0794
59 H -0.6410 0.9633 -4.8666  0.0803
60 H -1.8713 1.3039 -2.4245  0.0872
61 H -1.2647 2.9435 -2.9332  0.0918
62 H -0.8751 2.3442 -1.3194  0.0512
63 H 1.0564 3.1857 1.2659  0.1959
64 H 0.3088 4.9209 2.7168  0.1336
65 H -1.3181 4.7838 3.4253  0.1290
66 H -1.9815 5.7635 1.3265  0.1353
67 H -0.4229 5.3591 0.6481  0.1305
68 H -2.8143 1.6610 -0.1459  0.0903
69 H -4.0686 2.6703 -0.9578  0.1310
70 H -5.7008 1.7215 0.3983  0.0800
71 H -4.6878 1.9150 1.8973  0.0604
72 H -4.4853 0.5285 0.8190  0.0728
73 C 2.4016 -3.4454 -4.9032  -0.0492
74 O 3.0735 -4.0810 -5.9886  0.0115
75 C 2.4840 -3.9008 -7.1726  -0.6214
76 O 1.4778 -3.2703 -7.3693  0.1220
77 O 3.2021 -4.5389 -8.0939  0.0086
78 C 2.6843 -4.4319 -9.4217  -0.0368
79 H 2.9686 -3.6598 -4.0002  0.0952
80 H 2.3706 -2.3658 -5.0465  0.0971
81 H 1.3964 -3.8452 -4.7873  0.0840
82 H 2.6649 -3.3921 -9.7442  0.0973
83 H 1.6888 -4.8687 -9.4825  0.0986
84 H 3.3533 -4.9894 -10.0716  0.0947
85 C 1.4662 2.3447 -9.2475  -0.0373
86 O 1.4917 3.7723 -9.2952  0.0086
87 C 0.6197 4.3635 -8.4803  -0.6237
88 O -0.1496 3.8034 -7.7426  0.1135
89 O 0.7471 5.6826 -8.6240  0.0077
90 C -0.1341 6.4510 -7.8054  -0.0422
91 H 2.2148 1.9880 -9.9497  0.0944
92 H 1.7204 1.9882 -8.2502  0.0930
93 H 0.4909 1.9669 -9.5502  0.0992
94 H 0.0557 6.2591 -6.7501  0.0945
95 H -1.1730 6.2362 -8.0511  0.0982
96 H 0.0672 7.4983 -8.0142  0.0941
97 C -5.4408 -5.1372 9.0689  -0.0343
98 O -5.1578 -5.8879 7.8857  0.0137
99 C -4.7384 -5.1578 6.8579  -0.6220
100 O -4.5863 -3.9620 6.8523  0.1068
101 O -4.5146 -5.9789 5.8307  0.0116
102 C -4.0568 -5.3306 4.6471  -0.0441
103 H -5.7706 -5.8444 9.8247  0.0963
104 H -4.5452 -4.6315 9.4267  0.0966
105 H -6.2384 -4.4187 8.8866  0.0984
106 H -3.1040 -4.8319 4.8261  0.0859
107 H -4.7984 -4.6190 4.2859  0.0977
108 H -3.9139 -6.1014 3.8945  0.0959
109 C 5.5530 1.1161 -0.5280  -0.0362
110 O 6.7351 1.4620 0.1865  0.0117
111 C 7.0125 0.6388 1.2016  -0.6216
112 O 6.3567 -0.3167 1.5295  0.1186
113 O 8.1307 1.0599 1.7830  0.0116
114 C 8.5525 0.2666 2.8960  -0.0331
115 H 5.4236 1.8459 -1.3233  0.1003
116 H 5.6468 0.1282 -0.9771  0.1053
117 H 4.6842 1.1558 0.1278  0.0644
118 H 8.7615 -0.7547 2.5824  0.0999
119 H 7.8002 0.2779 3.6831  0.0973
120 H 9.4673 0.7118 3.2771  0.0958

***

C21H34AsAuO2P2S2 as an isolated structure at a distorted geometry, computed with the ωB97M-V functional and the def2-TZVPD basis.

Properties
Relative energy (zero: lowest compared OMol25 entry of this formula, charge and spin), eV: 2.345
Kohn-Sham gap (alpha / beta), eV: 8.115 / 4.921
E_LUMO (alpha / beta), eV: -2.8 / -6.0
HOMO energy (alpha / beta), Ha: -0.40027 / -0.40015
Net charge: +1
Multiplicity: 2

Each line ends with the Löwdin spin population.
Element x y z (Å)
1 Au -1.7817 -0.6345 -0.9805  0.0027
2 C 2.0748 -2.9543 -5.0436  0.0022
3 C 1.8006 -3.6673 -3.7431  0.0146
4 O 0.5092 -3.2402 -3.2146  0.0519
5 P 0.2415 -2.8490 -1.7158  0.0382
6 S -1.7323 -2.9388 -1.5645  0.0044
7 S 1.8026 -1.4860 -1.3556  0.7170
8 O 0.8025 -4.1036 -0.9210  0.0007
9 C 1.0480 -4.1015 0.5015  0.0053
10 C 1.2758 -5.5267 0.9367  0.0007
11 H 3.0946 -3.1792 -5.3569  0.0000
12 H 1.9795 -1.8751 -4.9214  0.0018
13 H 1.3887 -3.2812 -5.8230  0.0000
14 H 2.5840 -3.4640 -3.0135  0.0099
15 H 1.7420 -4.7452 -3.8786  0.0000
16 H 0.1925 -3.6624 1.0188  -0.0003
17 H 1.9224 -3.4744 0.6947  0.0032
18 H 0.3770 -6.1218 0.7816  0.0002
19 H 1.5461 -5.5508 1.9926  0.0001
20 H 2.0869 -5.9708 0.3601  0.0000
21 C -3.2993 2.5860 -1.8799  0.0001
22 As -1.6941 1.7755 -1.1823  0.0000
23 C -0.3370 2.3341 -2.4356  -0.0002
24 C -1.3297 2.7607 0.4654  0.0000
25 C -1.2165 4.2426 0.2398  0.0000
26 C -2.3068 5.0786 0.4635  0.0000
27 C -2.1824 6.4532 0.3187  0.0000
28 C -0.9730 7.0046 -0.0765  0.0000
29 C 0.1116 6.1768 -0.3313  0.0000
30 C -0.0092 4.8045 -0.1705  0.0000
31 H -3.1807 3.6658 -1.9554  0.0000
32 H -4.1404 2.3530 -1.2299  0.0000
33 H -3.4947 2.1699 -2.8664  0.0000
34 H -0.3154 3.4183 -2.5244  0.0000
35 H -0.5698 1.8928 -3.4034  0.0000
36 H 0.6378 1.9661 -2.1188  -0.0003
37 H -0.4046 2.3563 0.8756  0.0001
38 H -2.1444 2.5170 1.1463  0.0000
39 H -3.2521 4.6482 0.7748  0.0000
40 H -3.0305 7.0929 0.5256  0.0000
41 H -0.8722 8.0769 -0.1782  0.0000
42 H 1.0576 6.5999 -0.6436  0.0000
43 H 0.8486 4.1624 -0.3375  0.0000
44 C -1.3951 0.1904 3.7087  0.0013
45 P -1.1716 -0.4877 2.0090  0.0012
46 C -1.9876 -2.1209 2.2488  0.0001
47 C 0.6193 -0.8978 2.1274  0.0211
48 C 1.1326 -1.7931 3.0621  0.0028
49 C 2.4994 -2.0320 3.1395  0.0271
50 C 3.3802 -1.3377 2.3185  -0.0040
51 C 2.8896 -0.4067 1.4174  0.0423
52 C 1.5123 -0.2021 1.3092  0.0528
53 H -1.1143 -0.5523 4.4567  0.0000
54 H -2.4342 0.4817 3.8623  0.0001
55 H -0.7581 1.0668 3.8281  0.0000
56 H -1.5352 -2.6990 3.0551  0.0000
57 H -1.9631 -2.6943 1.3238  0.0000
58 H -3.0330 -1.9380 2.5032  0.0000
59 H 0.4692 -2.3137 3.7422  -0.0002
60 H 2.8810 -2.7504 3.8540  0.0014
61 H 4.4452 -1.5102 2.3982  -0.0008
62 H 3.5772 0.1713 0.8119  0.0005
63 H 1.1286 0.5167 0.5937  0.0018

***

One molecule with the formula C13H16N2O at a distorted geometry, computed with the ωB97M-V functional and the def2-TZVPD basis.

Properties
SMILES: c1cnc2c(c1)O[C@H]1CCN3CC[C@@]1(C2)C3
Relative energy (zero: lowest compared OMol25 entry of this formula, charge and spin), eV: 2.664
Kohn-Sham gap, eV: 8.892
E_LUMO, eV: 0.8
HOMO energy, Ha: -0.29643
Net charge: 0

Each line ends with the Löwdin charge.
Element x y z (Å)
1 N -1.9143 2.4664 -1.3856  0.0979
2 O -0.4818 -0.9709 -1.3469  0.0060
3 C -2.0369 2.5914 -2.7055  -0.1299
4 C -1.4322 1.2779 -0.9034  -0.1556
5 C -1.4945 1.5830 -3.5867  -0.0710
6 C -0.8715 0.5071 -3.1050  -0.0389
7 C -0.9611 0.2400 -1.7631  -0.2083
8 N 2.0036 -0.5838 1.2976  -0.1548
9 C 1.9504 -1.9561 0.8063  -0.1631
10 C 1.5906 -0.2227 2.6546  -0.1808
11 C 0.6063 -2.3548 0.2686  -0.1044
12 C -1.1830 1.1295 0.6180  -0.0394
13 C 1.3574 0.4640 0.5422  -0.1119
14 C 0.1266 -0.1787 2.4519  -0.1141
15 C -0.3233 -1.1447 0.0668  -0.2606
16 C -0.0702 0.0855 0.9175  -0.3818
17 H -2.4593 3.4809 -3.0518  0.0762
18 H -1.4948 1.7844 -4.7268  0.1319
19 H -0.3656 -0.2210 -3.7030  0.1227
20 H 2.6518 -2.0248 0.0186  0.0967
21 H 2.2383 -2.7179 1.6299  0.1522
22 H 1.8497 -0.9519 3.4714  0.1373
23 H 1.8436 0.8109 2.9397  0.1192
24 H 0.1451 -3.0923 0.9179  0.1074
25 H 0.6757 -2.8937 -0.6957  0.1281
26 H -0.8907 2.0549 1.0158  0.1001
27 H -2.1346 0.7792 1.0126  0.1245
28 H 1.5701 1.5258 0.8747  0.1502
29 H 1.5251 0.3897 -0.5540  0.1470
30 H -0.4288 -1.1175 2.6181  0.1271
31 H -0.2657 0.7307 2.9877  0.1311
32 H -1.3260 -1.4703 0.4176  0.1591